No. 1
Formula: C15H31NO12Zr3
Source: OMol25
Level of theory: ωB97M-V with the def2-TZVPD basis set

Geometry as XYZ:
```
62
Properties=species:S:1:pos:R:3:mulliken_charge:R:1
Zr 3.59 -0.41 -0.24 1.608
Zr 0.15 3.98 1.50 2.068
Zr 0.64 1.77 -2.48 1.954
O 1.24 3.25 -0.97 -0.393
C 2.23 4.24 -0.97 -0.646
C 1.92 5.73 -0.51 -0.187
O 1.23 5.75 0.74 -0.588
H 3.07 4.01 -0.32 0.344
H 2.65 4.13 -1.96 0.412
H 1.37 6.16 -1.35 0.334
H 2.81 6.35 -0.50 0.411
O 3.28 -2.00 1.24 -0.577
C 3.23 -3.33 0.66 -0.224
C 3.07 -3.31 -1.01 -0.313
O 3.47 -2.08 -1.67 -0.549
H 2.33 -3.86 0.97 0.294
H 4.01 -3.96 1.08 0.423
H 2.04 -3.50 -1.33 0.299
H 3.67 -4.11 -1.45 0.486
O -0.16 1.75 1.12 -0.173
C -0.20 0.34 0.99 -0.279
C 0.49 -0.43 -0.22 0.190
O 1.51 0.16 -1.01 -0.246
H -1.25 0.04 1.09 0.332
H 0.17 -0.28 1.81 0.103
H -0.33 -0.55 -0.93 -0.288
H 0.75 -1.47 0.01 0.324
C -0.72 -2.24 3.66 -0.227
N -2.13 -2.31 3.11 0.871
O -2.37 -3.10 2.16 -0.396
O -3.00 -1.60 3.66 -0.347
H -0.05 -2.48 2.83 0.099
H -0.67 -3.05 4.38 0.396
H -0.45 -1.22 3.94 -0.116
O -1.43 2.98 3.38 -0.651
C -1.90 1.99 3.95 0.828
O -2.89 1.21 3.50 -0.110
C -3.62 1.51 2.29 0.031
C -4.60 2.70 2.49 -1.317
C -1.18 1.30 5.08 -0.963
H -4.12 0.61 1.93 0.439
H -3.06 1.91 1.44 -0.088
H -4.26 3.64 2.91 0.363
H -5.42 2.29 3.07 0.350
H -5.01 3.07 1.55 0.424
H -0.66 2.10 5.61 0.446
H -0.43 0.61 4.69 0.115
H -1.81 0.83 5.83 0.372
O 0.15 -0.20 -3.48 -0.629
C -0.40 -1.30 -3.87 0.798
O 0.05 -2.18 -4.66 -0.113
C 1.38 -2.11 -5.12 -0.133
C 1.62 -3.24 -6.09 -1.277
C -1.86 -1.51 -3.48 -1.030
H 2.10 -2.11 -4.31 0.191
H 1.45 -1.15 -5.63 0.321
H 0.76 -3.35 -6.74 0.358
H 1.65 -4.15 -5.49 0.364
H 2.61 -3.17 -6.56 0.409
H -2.11 -1.55 -2.42 0.362
H -2.23 -2.43 -3.94 0.353
H -2.38 -0.68 -3.97 0.387
```

Values from the calculation:
- Net charge: +6
- DFT total energy: -1685.51026 a.u.

No. 2
Formula: C3H7N4O3
Source: OMol25
Level of theory: ωB97M-V with the def2-TZVPD basis set

Geometry as XYZ:
```
17
Properties=species:S:1:pos:R:3:mulliken_charge:R:1
C 2.34 -0.30 -0.19 -0.737
C 0.98 0.25 -0.74 -0.607
N -0.23 0.21 0.26 0.665
O 0.05 0.88 1.39 -0.459
N -0.57 -1.24 0.44 0.113
N -1.80 -1.49 0.12 -0.443
N -2.50 -0.37 -0.26 0.897
O -3.65 -0.32 -0.57 -0.529
C -1.55 0.62 -0.15 -0.049
O -1.69 2.27 0.40 -0.334
H 2.76 -0.40 -1.18 0.319
H 2.77 0.39 0.55 0.316
H 2.15 -1.32 0.29 0.311
H 0.50 -0.18 -1.54 0.425
H 1.01 1.35 -1.07 0.412
H -0.73 1.56 1.60 0.452
H 0.16 -1.91 0.66 0.247
```

Values from the calculation:
- Net charge: +1
- DFT total energy: -562.51866 a.u.
- SMILES: CC[N@+]1(O)NN=[N+]([O-])C1=O

No. 3
Formula: C36H35BrN3O3PdS
Source: OMol25
Level of theory: ωB97M-V with the def2-TZVPD basis set

Geometry as XYZ:
```
80
Properties=species:S:1:pos:R:3:mulliken_charge:R:1
Pd 1.93 -0.91 0.34 0.952
O -0.15 -3.27 4.37 -0.578
C 1.16 -3.60 4.65 0.822
C 1.53 -4.34 5.76 -0.824
C 2.87 -4.64 5.97 -0.467
C 3.83 -4.21 5.07 -0.964
C 3.45 -3.47 3.95 -0.219
C 2.12 -3.15 3.74 -0.349
C 1.68 -2.32 2.56 1.550
O 2.75 -1.88 1.80 -1.052
N 0.83 -3.14 1.67 -0.436
N 0.67 -2.57 0.44 -0.192
C -0.13 -3.10 -0.40 -0.500
C -0.24 -2.67 -1.80 -0.179
Br 1.41 -2.43 -2.69 -0.024
C -1.45 -2.56 -2.37 -0.376
C -1.90 -2.14 -3.70 0.804
C -3.20 -1.64 -3.79 -0.419
C -3.72 -1.22 -5.00 -0.728
C -2.96 -1.30 -6.15 -0.445
C -1.66 -1.81 -6.08 -0.795
C -1.13 -2.22 -4.87 -0.298
H -0.71 -3.59 5.09 0.326
H 0.77 -4.67 6.46 0.314
H 3.15 -5.22 6.83 0.400
H 4.87 -4.45 5.23 0.417
H 4.19 -3.13 3.24 0.445
H 1.09 -1.47 2.93 -0.059
H -0.03 -3.46 2.10 0.351
H -0.74 -3.94 -0.08 0.460
H -2.27 -2.76 -1.68 0.432
H -3.81 -1.60 -2.89 0.381
H -4.74 -0.84 -5.04 0.418
H -3.37 -0.99 -7.10 0.479
H -1.07 -1.89 -6.98 0.418
H -0.14 -2.63 -4.84 0.395
O 1.14 0.51 -1.00 -0.592
S -0.11 0.58 -1.88 0.564
C -1.55 0.63 -0.77 -0.818
C -1.37 1.42 0.48 -0.399
C -1.79 2.75 0.56 -0.124
C -1.63 3.47 1.74 -0.975
C -1.06 2.87 2.85 -0.530
C -0.64 1.55 2.78 -0.673
C -0.80 0.83 1.61 0.022
C -0.05 2.29 -2.42 -0.957
C -1.24 2.66 -3.27 -0.004
C -1.63 1.87 -4.35 -0.009
C -2.72 2.25 -5.12 -0.670
C -3.43 3.41 -4.82 -0.592
C -3.04 4.20 -3.75 -0.771
C -1.95 3.82 -2.98 -0.261
H -1.74 -0.43 -0.55 0.665
H -2.36 0.99 -1.40 0.644
H -2.27 3.20 -0.30 0.658
H -1.98 4.49 1.79 0.449
H -0.94 3.43 3.76 0.457
H -0.20 1.07 3.65 0.481
H -0.50 -0.21 1.57 0.400
H 0.89 2.34 -2.98 0.590
H 0.04 2.91 -1.53 0.342
H -1.09 0.97 -4.59 0.437
H -3.02 1.63 -5.96 0.494
H -4.27 3.70 -5.43 0.408
H -3.57 5.11 -3.52 0.410
H -1.64 4.45 -2.15 0.510
N 3.35 0.54 0.64 -0.706
C 2.98 1.53 1.63 0.926
C 2.50 2.76 1.21 -0.282
C 2.18 3.72 2.16 -0.672
C 2.32 3.44 3.51 -0.514
C 2.78 2.19 3.91 -0.825
C 3.10 1.23 2.97 -0.146
H 4.17 0.01 0.96 0.399
H 3.57 0.98 -0.24 0.329
H 2.40 2.97 0.15 0.188
H 1.82 4.69 1.84 0.415
H 2.08 4.19 4.25 0.471
H 2.89 1.97 4.97 0.417
H 3.46 0.25 3.27 0.388
```

Values from the calculation:
- Net charge: +1
- DFT total energy: -4882.67101 a.u.

No. 4
Formula: C4H12N4
Source: OMol25
Level of theory: ωB97M-V with the def2-TZVPD basis set

Geometry as XYZ:
```
20
Properties=species:S:1:pos:R:3:mulliken_charge:R:1
C -0.78 -0.60 -0.05 0.882
C 1.03 1.18 0.80 -0.046
C 0.94 2.22 -0.27 -1.035
N -0.89 0.45 0.88 -0.859
N -1.39 -1.84 0.43 -0.639
N -1.23 -0.27 -1.39 -0.602
C 1.28 -1.89 -0.01 -0.467
N 0.71 -0.76 -0.17 -0.377
H -1.46 1.22 0.55 0.216
H -2.35 -1.93 0.12 0.217
H -1.31 -1.89 1.44 0.229
H -2.16 0.13 -1.39 0.219
H -1.03 -0.99 -2.07 0.207
H 0.80 1.52 1.80 0.307
H 2.01 0.71 0.86 0.246
H 2.36 -1.92 0.15 0.264
H 0.71 -2.82 -0.01 0.328
H 0.81 1.76 -1.25 0.309
H 1.86 2.82 -0.29 0.337
H 0.09 2.90 -0.12 0.264
```

Values from the calculation:
- DFT total energy: -378.48829 a.u.

No. 5
Formula: C29H36AsNOPSiY
Source: OMol25
Level of theory: ωB97M-V with the def2-TZVPD basis set

Geometry as XYZ:
```
71
Properties=species:S:1:pos:R:3:mulliken_charge:R:1
Y -0.05 -1.00 0.02 0.811
N 2.03 -0.42 1.31 -0.324
C 2.78 0.70 0.76 0.715
C 4.16 0.63 0.67 -0.794
C 4.88 1.70 0.16 -0.693
C 4.21 2.85 -0.24 -0.846
C 2.83 2.92 -0.15 -0.858
C 2.10 1.84 0.34 0.137
P 0.28 1.80 0.39 1.475
C -0.32 3.40 -0.18 0.466
C -0.88 4.32 0.70 -0.632
C -1.35 5.53 0.22 -0.792
C -1.26 5.82 -1.13 -0.569
C -0.71 4.90 -2.02 -0.812
C -0.25 3.68 -1.54 -0.168
C -0.06 1.60 2.16 -0.274
C -1.10 0.73 2.51 0.888
C -1.28 0.35 3.84 -0.701
C -0.43 0.84 4.82 -0.755
C 0.59 1.72 4.48 -0.705
C 0.78 2.09 3.16 -0.108
H 2.64 -1.23 1.37 0.345
H 1.76 -0.19 2.27 0.196
H 4.69 -0.26 1.01 0.434
H 5.95 1.65 0.09 0.420
H 4.77 3.70 -0.63 0.464
H 2.31 3.82 -0.46 0.447
H -0.94 4.10 1.76 0.399
H -1.78 6.25 0.90 0.447
H -1.63 6.77 -1.51 0.442
H -0.65 5.13 -3.07 0.457
H 0.17 2.96 -2.23 0.569
H -1.81 0.39 1.76 -0.410
H -2.08 -0.33 4.11 0.417
H -0.57 0.55 5.85 0.443
H 1.24 2.12 5.25 0.449
H 1.60 2.76 2.89 0.508
C -3.69 -2.01 2.06 -1.196
Si -2.44 -2.37 0.72 0.673
C -2.82 -4.05 -0.06 -0.894
C -2.65 -1.05 -0.66 -0.322
C -3.17 0.24 -0.41 0.120
C -3.04 1.28 -1.33 -0.748
C -2.36 1.08 -2.52 -0.527
C -1.82 -0.17 -2.80 -0.698
C -1.97 -1.21 -1.89 -0.128
H -4.71 -2.20 1.71 0.425
H -3.66 -0.97 2.41 0.302
H -3.52 -2.65 2.93 0.373
H -3.88 -4.14 -0.29 0.373
H -2.54 -4.86 0.61 0.346
H -2.26 -4.19 -0.99 0.061
H -3.71 0.43 0.51 0.479
H -3.48 2.24 -1.11 0.390
H -2.27 1.89 -3.24 0.526
H -1.32 -0.34 -3.74 0.452
H -1.59 -2.19 -2.15 0.357
C 1.68 -5.24 -0.61 -1.023
As 1.60 -3.81 -1.87 0.645
C 0.32 -4.23 -3.23 -0.970
C 3.31 -3.50 -2.65 -1.082
O 1.10 -2.39 -1.08 -0.705
H 1.95 -6.16 -1.13 0.437
H 0.70 -5.35 -0.15 0.313
H 2.43 -5.01 0.14 0.367
H 0.66 -5.10 -3.79 0.453
H 0.23 -3.38 -3.91 0.355
H -0.64 -4.44 -2.76 0.228
H 3.66 -4.42 -3.11 0.423
H 4.01 -3.20 -1.87 0.350
H 3.24 -2.72 -3.40 0.358
```

Values from the calculation:
- Net charge: +2
- DFT total energy: -4161.21030 a.u.

No. 6
Formula: C5H7NO
Source: OMol25
Level of theory: ωB97M-V with the def2-TZVPD basis set

Geometry as XYZ:
```
14
Properties=species:S:1:pos:R:3:mulliken_charge:R:1
H -0.07 1.92 2.11 0.277
N 0.59 1.53 1.44 -0.759
C 0.10 0.61 0.68 0.540
C 0.33 -0.90 0.71 -0.329
C 1.30 -1.54 -0.03 -0.590
C -0.73 0.82 -0.49 0.478
C -1.16 -0.40 -0.96 -0.949
O -0.73 1.97 -1.21 -0.496
H 0.12 -1.33 1.69 0.292
H 1.55 -1.19 -1.02 0.282
H 1.82 -2.40 0.38 0.291
H -1.80 -1.09 -0.40 0.302
H -1.31 -0.53 -2.03 0.311
H 0.00 2.52 -0.87 0.350
```

Values from the calculation:
- DFT total energy: -324.52809 a.u.
- SMILES: [H]/N=C(/C=C)C(=C)O

No. 7
Formula: C12H10N2
Source: OMol25
Level of theory: ωB97M-V with the def2-TZVPD basis set

Geometry as XYZ:
```
24
Properties=species:S:1:pos:R:3:mulliken_charge:R:1
C -1.30 2.22 -0.01 -1.073
N -1.59 0.80 0.00 0.051
C -2.90 0.27 -0.01 -0.245
C -3.14 -1.09 0.01 -0.606
C -2.06 -2.02 0.00 -0.332
C -0.79 -1.51 0.02 0.038
N 0.33 -2.26 0.03 -0.928
C 1.28 -1.30 0.01 -0.220
C 2.65 -1.51 -0.01 -0.518
C 3.51 -0.44 -0.01 -0.426
C 3.02 0.89 -0.02 -0.808
C 1.66 1.13 0.08 -0.371
C 0.79 0.05 0.06 1.078
C -0.59 -0.10 0.02 0.794
H -2.23 2.81 -0.11 0.309
H -0.66 2.43 -0.89 0.384
H -0.78 2.48 0.93 0.347
H -3.60 1.07 -0.04 0.305
H -4.12 -1.50 -0.05 0.394
H -2.26 -3.10 0.06 0.429
H 3.06 -2.52 -0.06 0.397
H 4.59 -0.70 -0.12 0.310
H 3.73 1.72 -0.02 0.334
H 1.39 2.17 0.15 0.356
```

Values from the calculation:
- DFT total energy: -572.76414 a.u.
- SMILES: Cn1cccc2nc3ccccc3c1-2

No. 8
Formula: C14H23N6
Source: OMol25
Level of theory: ωB97M-V with the def2-TZVPD basis set

Geometry as XYZ:
```
43
Properties=species:S:1:pos:R:3:mulliken_charge:R:1
C 0.43 -0.80 4.62 -1.443
H 1.01 -0.16 5.16 0.508
H -0.36 -0.26 3.93 0.252
C 1.45 -1.56 3.59 0.537
C 2.50 -0.58 2.79 -1.217
C 2.50 -0.82 1.47 -0.289
C 1.13 -0.78 0.98 0.378
C 0.67 -0.34 -0.39 -0.150
N -0.65 -0.46 -0.65 0.443
N -1.38 0.26 -1.65 -0.846
C -2.84 -0.35 -1.37 -0.117
N -2.79 -1.26 -0.40 -0.536
C -1.35 -1.17 0.03 0.609
N -1.24 -1.85 1.15 -0.549
C 0.19 -1.81 1.44 0.567
C 0.62 -2.41 2.80 -1.181
H 1.39 -3.15 2.30 0.261
H -0.19 -2.88 3.26 0.440
H -3.58 0.00 -2.18 0.350
H -1.13 1.26 -1.99 0.627
N -0.42 2.37 -2.49 0.190
C -1.42 3.06 -3.33 -1.147
H -1.50 2.36 -4.33 0.315
H -2.40 3.29 -2.97 0.376
H -0.98 3.75 -4.00 0.431
C -0.50 3.32 -1.35 -0.931
H 0.32 2.91 -0.51 0.166
H -1.62 3.33 -0.95 0.309
H -0.05 4.35 -1.35 0.364
C 0.89 2.24 -2.93 -1.022
H 1.52 2.81 -2.59 0.574
H 1.00 2.11 -4.08 0.341
C 1.28 0.75 -2.55 -1.214
N 1.57 0.58 -1.09 -0.020
H 2.44 0.69 -0.70 0.196
H 2.10 0.51 -3.00 0.945
H 0.68 -0.11 -3.07 0.385
H 2.95 0.07 1.08 0.350
H 2.87 -1.86 1.30 0.270
H 3.16 -0.55 3.49 0.495
H 1.83 0.63 3.02 0.227
H 1.96 -2.17 4.47 0.368
H -0.02 -1.62 5.31 0.387
```

Values from the calculation:
- Net charge: +1
- DFT total energy: -875.12866 a.u.

No. 9
Formula: C14H27BrF8O7P3
Source: OMol25
Level of theory: ωB97M-V with the def2-TZVPD basis set

Geometry as XYZ:
```
60
Properties=species:S:1:pos:R:3:mulliken_charge:R:1
C 2.09 3.40 -4.19 -0.880
C 1.15 2.32 -4.92 -0.445
C -0.38 2.41 -4.49 -0.902
C -0.62 2.24 -2.91 0.553
C -1.27 0.88 -2.46 -0.769
C -1.97 0.61 -1.11 -1.154
P -1.47 1.33 0.58 1.939
O -1.11 2.95 -0.06 -0.825
C -1.97 -0.29 1.53 -1.137
C -0.91 -1.46 1.51 -0.307
O -1.63 -2.63 2.11 -0.472
C -1.13 -3.86 1.60 -0.756
C 0.32 -4.27 2.19 0.831
F 0.19 -5.63 2.62 -0.327
F 0.45 -3.53 3.39 -0.279
C 1.53 -4.05 1.19 0.744
F 1.15 -4.53 -0.10 -0.328
F 1.86 -2.71 0.98 -0.152
C 2.87 -4.81 1.53 0.555
F 3.74 -4.57 0.44 -0.296
F 2.74 -6.22 1.56 -0.283
C 3.65 -4.36 2.84 0.081
F 3.26 -3.15 3.39 -0.210
F 5.02 -4.21 2.48 -0.278
C -1.08 2.08 2.30 -1.491
O -0.55 3.42 2.31 -0.032
O -0.33 3.79 3.63 -0.558
P 0.66 0.77 0.44 0.314
O 1.79 1.90 1.04 -0.547
O 1.15 -0.29 -0.76 -0.458
P -3.56 2.15 0.73 -0.272
O -3.43 3.81 1.26 -0.463
Br -4.80 1.16 2.34 -0.352
H 1.47 4.18 -3.65 0.256
H 2.83 3.89 -4.91 0.313
H 2.68 2.85 -3.40 0.172
H 1.18 2.59 -6.04 0.338
H 1.54 1.26 -4.79 0.251
H -0.99 1.66 -5.10 0.315
H -0.77 3.44 -4.78 0.337
H -1.30 3.10 -2.60 0.169
H 0.38 2.37 -2.37 -0.128
H -2.06 0.68 -3.28 0.383
H -0.51 0.05 -2.70 0.105
H -1.96 -0.53 -0.95 0.122
H -3.09 0.82 -1.24 0.559
H -0.18 3.00 -0.34 0.377
H -2.91 -0.72 1.04 0.366
H -2.14 -0.07 2.64 0.362
H -0.60 -1.84 0.48 0.341
H -0.03 -1.33 2.23 0.185
H -1.19 -3.91 0.47 0.333
H -1.86 -4.66 1.97 0.343
H 3.66 -5.18 3.63 0.227
H -2.02 2.10 2.96 0.455
H -0.27 1.42 2.80 0.648
H 0.31 4.53 3.65 0.282
H 2.67 1.72 0.66 0.283
H 1.74 0.06 -1.47 0.254
H -3.98 3.88 2.07 0.307
```

Values from the calculation:
- Net charge: -1
- DFT total energy: -5473.09211 a.u.